No. 1
{
  "formula": "C57H71BrN6O3PS3ScSi4Te",
  "method": "ωB97M-V/def2-TZVPD",
  "species": ["Sc", "C", "C", "N", "C", "C", "C", "S", "N", "C", "O", "C", "C", "C", "C", "C", "C", "H", "H", "H", "H", "H", "H", "H", "H", "H", "H", "H", "H", "H", "H", "H", "Br", "C", "C", "C", "C", "C", "C", "N", "N", "C", "C", "C", "C", "O", "C", "N", "C", "C", "C", "C", "H", "H", "H", "H", "H", "H", "H", "H", "H", "C", "Si", "C", "C", "Si", "Te", "Si", "C", "C", "C", "Si", "C", "C", "C", "H", "H", "H", "H", "H", "H", "H", "H", "H", "H", "H", "H", "H", "H", "H", "H", "H", "H", "H", "H", "H", "H", "H", "H", "H", "H", "H", "S", "C", "N", "C", "C", "S", "H", "H", "H", "H", "H", "O", "P", "C", "C", "C", "C", "C", "C", "C", "C", "C", "C", "C", "C", "C", "C", "C", "C", "C", "C", "H", "H", "H", "H", "H", "H", "H", "H", "H", "H", "H", "H", "H", "H", "H"],
  "xyz": [[-0.80348, -0.09378, -0.04740], [-1.23856, -6.01230, -4.18104], [-0.58494, -4.63672, -4.14085], [-1.42014, -3.62686, -3.46914], [-2.71843, -3.35795, -4.09983], [-3.90348, -4.06328, -3.44482], [-0.96142, -2.88284, -2.42947], [-2.09041, -1.84408, -1.64531], [0.32021, -3.12098, -2.08367], [0.99197, -2.41708, -1.19714], [0.60346, -1.37741, -0.60000], [2.36025, -2.89066, -0.83783], [3.00550, -3.87999, -1.57392], [4.24974, -4.34565, -1.17432], [4.84630, -3.83648, -0.02529], [4.21314, -2.83482, 0.70058], [2.97897, -2.35215, 0.28674], [-0.54673, -6.72918, -4.63128], [-2.15600, -6.01746, -4.77488], [-1.47950, -6.35244, -3.16944], [-0.36880, -4.29570, -5.15645], [0.34786, -4.68974, -3.60203], [-2.62788, -3.66537, -5.14197], [-2.88696, -2.28359, -4.07643], [-3.74073, -5.14053, -3.37635], [-4.80745, -3.88834, -4.03517], [-4.06423, -3.67244, -2.43990], [2.52440, -4.27329, -2.46107], [4.75613, -5.10453, -1.75941], [5.81576, -4.20611, 0.29368], [4.68690, -2.42507, 1.58523], [2.48375, -1.55879, 0.83546], [-3.13053, 5.48645, 4.30128], [-4.17834, 5.19797, 2.75156], [-3.57203, 5.22948, 1.50676], [-4.32877, 4.96468, 0.37557], [-5.68833, 4.68835, 0.48427], [-6.28895, 4.71708, 1.73436], [-5.53493, 4.95137, 2.87763], [-6.53189, 4.52805, -0.67265], [-6.12312, 3.87954, -1.64582], [-4.93884, 3.08508, -1.53569], [-4.13831, 3.04539, -2.65089], [-2.87853, 2.42319, -2.66203], [-2.42223, 1.77975, -1.53483], [-1.26597, 1.20200, -1.43241], [-3.27823, 1.74466, -0.38289], [-2.76557, 1.08625, 0.69443], [-3.50149, 0.98641, 1.77267], [-4.83171, 1.43410, 1.82303], [-5.35908, 2.08148, 0.74202], [-4.54857, 2.33984, -0.38686], [-2.51579, 5.44994, 1.42076], [-3.85968, 4.97786, -0.60082], [-7.35344, 4.51852, 1.80709], [-6.00015, 4.95023, 3.85437], [-4.48489, 3.58801, -3.52401], [-2.24343, 2.44608, -3.53675], [-3.03930, 0.51380, 2.62890], [-5.42242, 1.26083, 2.71254], [-6.40000, 2.38129, 0.74833], [4.11372, 3.84480, 2.08128], [4.18936, 4.40030, 0.30503], [5.82929, 5.26384, 0.01327], [2.80337, 5.62294, 0.00092], [3.94699, 2.59928, -1.14626], [1.64434, 1.61271, -0.99896], [3.84529, 3.31561, -3.37905], [2.45130, 4.54757, -3.61166], [5.43194, 4.10713, -3.99816], [3.46589, 1.84092, -4.47401], [5.66464, 1.04147, -0.92527], [5.29746, -0.43164, -2.02101], [5.84239, 0.46524, 0.84915], [7.31434, 1.75090, -1.47269], [4.09575, 4.69812, 2.77018], [4.97632, 3.21583, 2.33763], [3.21265, 3.24699, 2.25591], [5.93730, 6.13976, 0.66447], [5.91542, 5.59971, -1.02804], [6.66992, 4.58712, 0.21346], [2.73108, 6.36189, 0.80841], [1.84627, 5.09102, -0.07423], [2.95516, 6.16003, -0.94346], [2.70263, 5.53408, -3.20256], [1.55299, 4.18758, -3.09569], [2.21301, 4.66620, -4.67536], [5.72486, 4.95843, -3.36985], [5.30318, 4.47153, -5.02456], [6.26265, 3.39153, -3.99454], [2.60430, 1.29911, -4.06756], [4.30770, 1.13963, -4.51842], [3.22542, 2.15730, -5.49657], [4.23743, -0.70418, -1.95463], [5.89249, -1.30775, -1.73832], [5.51418, -0.19217, -3.06870], [4.86699, 0.17042, 1.25762], [6.23753, 1.26824, 1.48395], [6.52292, -0.39177, 0.91768], [7.29716, 1.98699, -2.54312], [8.12606, 1.03450, -1.29616], [7.55550, 2.67724, -0.93539], [0.91801, 0.84036, 1.52685], [0.20636, 1.73580, 2.76984], [-0.84507, 2.63781, 2.58792], [-0.56188, 3.97391, 3.12495], [0.14443, 3.73002, 4.44414], [1.19056, 2.27389, 4.13285], [-1.21158, 2.63427, 1.65293], [-1.49690, 4.51509, 3.28235], [0.07933, 4.55004, 2.44768], [-0.56737, 3.48689, 5.23063], [0.76817, 4.56598, 4.75435], [-1.45196, -1.33915, 1.50640], [-1.77934, -2.77763, 1.85596], [-3.35335, -3.35658, 1.21376], [-4.28605, -2.41158, 0.79241], [-5.52270, -2.81628, 0.31582], [-5.83633, -4.16863, 0.26034], [-4.91870, -5.11468, 0.69811], [-3.68017, -4.71154, 1.18121], [-0.48619, -3.94251, 1.42470], [0.67957, -3.88244, 2.19976], [1.70186, -4.79239, 1.98683], [1.56874, -5.76428, 1.00119], [0.43245, -5.80361, 0.20688], [-0.59592, -4.89392, 0.41319], [-1.89843, -2.88438, 3.64830], [-2.01476, -4.11186, 4.29944], [-2.11231, -4.15341, 5.68063], [-2.09097, -2.97242, 6.41625], [-1.96620, -1.74927, 5.77320], [-1.86745, -1.70236, 4.38611], [-4.03222, -1.35972, 0.82219], [-6.23565, -2.07505, -0.02644], [-6.79627, -4.48588, -0.12858], [-5.16482, -6.16815, 0.65980], [-2.97764, -5.45663, 1.53274], [0.77706, -3.11975, 2.96532], [2.60180, -4.74548, 2.58830], [2.36683, -6.47929, 0.83910], [0.34284, -6.54468, -0.57953], [-1.47152, -4.91194, -0.22505], [-2.01011, -5.03523, 3.72912], [-2.20278, -5.10449, 6.18907], [-2.16194, -3.00955, 7.49757], [-1.94175, -0.83189, 6.34750], [-1.72750, -0.75796, 3.87197]],
  "e_lumo_ev": -0.53,
  "e_above_lowest_kj_mol": 252.8,
  "gap_ev": 4.9508,
  "homo_ev": -5.486,
  "total_energy_ev": -246694.397,
  "total_charge": 0,
  "largest_force_ev_per_a": 1.93
}



No. 2
{
  "formula": "C57H72F3GeN4NiP3Sb",
  "method": "ωB97M-V/def2-TZVPD",
  "species": ["Ni", "C", "C", "C", "P", "C", "N", "Ge", "N", "C", "P", "C", "C", "C", "C", "C", "C", "C", "C", "C", "C", "C", "C", "N", "C", "C", "C", "C", "C", "C", "C", "C", "C", "C", "C", "C", "N", "C", "P", "C", "C", "C", "C", "C", "C", "C", "C", "C", "H", "H", "H", "H", "H", "H", "H", "H", "H", "H", "H", "H", "H", "H", "H", "H", "H", "H", "H", "H", "H", "H", "H", "H", "H", "H", "H", "H", "H", "H", "H", "H", "H", "H", "H", "H", "H", "H", "H", "H", "H", "H", "H", "H", "H", "H", "H", "H", "H", "H", "H", "H", "H", "H", "H", "H", "H", "H", "H", "H", "F", "C", "C", "C", "C", "C", "C", "Sb", "C", "C", "C", "C", "F", "C", "C", "C", "C", "C", "C", "F", "C", "C", "H", "H", "H", "H", "H", "H", "H", "H", "H", "H", "H", "H"],
  "xyz": [[-0.00318, 0.11571, -0.37039], [2.53499, -3.63371, -0.37353], [1.84274, -2.81260, 0.72160], [1.93081, -3.57633, 2.04351], [0.14746, -2.25745, 0.14269], [-0.88494, -2.39151, 1.66379], [-0.48395, -1.42102, 2.66572], [0.17746, 0.28646, 2.02829], [1.91733, 0.78949, 2.45501], [2.91027, 0.97683, 1.42629], [2.29433, 1.01894, -0.31225], [2.35887, 2.85744, -0.62674], [2.56025, 3.19807, -2.09856], [1.13870, 3.56368, -0.07188], [3.87600, 0.52215, -1.16757], [4.27191, -0.92434, -0.90262], [5.06960, 1.42040, -0.81807], [2.30533, 1.23259, 3.72510], [3.55533, 1.79484, 4.01654], [3.79270, 2.35717, 5.26047], [2.80840, 2.38714, 6.23910], [1.58942, 1.77937, 5.98695], [1.37308, 1.17472, 4.76328], [0.20876, 0.39008, 4.44764], [0.26282, -0.96112, 4.87421], [0.75982, -1.37809, 6.10108], [0.56912, -2.68414, 6.49643], [-0.13845, -3.56296, 5.66358], [-0.57083, -3.17592, 4.42047], [-0.30219, -1.86587, 3.94993], [-1.03793, 0.98729, 4.81053], [-1.61007, 0.87781, 6.07118], [-2.71703, 1.63619, 6.38175], [-3.23676, 2.51713, 5.42578], [-2.71261, 2.58810, 4.15775], [-1.62791, 1.75893, 3.79101], [-1.12059, 1.61424, 2.52823], [-1.71765, 2.32530, 1.42479], [-2.15733, 1.12340, 0.09023], [-3.48252, 0.15144, 0.94818], [-4.01514, -0.98827, 0.07977], [-4.65482, 0.95593, 1.51474], [-2.94231, 2.28914, -1.16094], [-3.26765, 3.68911, -0.62945], [-4.17762, 1.76771, -1.89507], [-0.45653, -3.74053, -0.81952], [-0.65303, -5.03863, -0.03254], [-1.71044, -3.43481, -1.61985], [3.59499, -3.74035, -0.14092], [2.44840, -3.19494, -1.36813], [2.11987, -4.63936, -0.41249], [2.38480, -1.87159, 0.86901], [1.35335, -4.49775, 2.03696], [1.61382, -2.97885, 2.89374], [2.97140, -3.85291, 2.21943], [-0.78010, -3.39734, 2.04960], [-1.92948, -2.26409, 1.37321], [3.69879, 0.21807, 1.49586], [3.39198, 1.94694, 1.56632], [3.23238, 3.20742, -0.07062], [1.74680, 2.82420, -2.70615], [3.48774, 2.80316, -2.50377], [2.58105, 4.28172, -2.22733], [0.24012, 3.16068, -0.54734], [1.18643, 4.63262, -0.28251], [1.05365, 3.43625, 1.01064], [3.64973, 0.60995, -2.22784], [4.82145, -1.02194, 0.03541], [4.92552, -1.27962, -1.69938], [3.41303, -1.57782, -0.86887], [5.29712, 1.38254, 0.24770], [4.95493, 2.45833, -1.10583], [5.94633, 1.03472, -1.33989], [4.34393, 1.80214, 3.28352], [4.76202, 2.79019, 5.46288], [2.99395, 2.85643, 7.19354], [0.81829, 1.76902, 6.74697], [1.26242, -0.67363, 6.74954], [0.92756, -3.01541, 7.45966], [-0.33672, -4.57105, 5.99849], [-1.09737, -3.88969, 3.81076], [-1.17178, 0.21962, 6.81054], [-3.15298, 1.58109, 7.36793], [-4.06990, 3.15469, 5.68665], [-3.14178, 3.28483, 3.45855], [-1.03598, 3.06091, 1.01483], [-2.60670, 2.85811, 1.73265], [-2.92595, -0.28209, 1.78945], [-4.52644, -0.61091, -0.80286], [-4.74035, -1.57656, 0.64366], [-3.22371, -1.65200, -0.25348], [-5.35131, 1.25130, 0.73332], [-4.35780, 1.84449, 2.06151], [-5.20353, 0.32439, 2.21443], [-2.14931, 2.39592, -1.90297], [-4.02141, 3.66000, 0.15710], [-3.68635, 4.27390, -1.44893], [-2.39694, 4.22855, -0.26175], [-5.05377, 1.76207, -1.25034], [-4.05149, 0.78282, -2.31430], [-4.39275, 2.44097, -2.72615], [0.35137, -3.89923, -1.53421], [-1.40943, -4.93511, 0.74467], [0.26222, -5.40993, 0.41941], [-1.01064, -5.81104, -0.71462], [-2.60361, -3.46663, -0.99676], [-1.85084, -4.16842, -2.41428], [-1.64350, -2.45247, -2.07782], [-4.64047, -2.72563, -6.39341], [-3.71413, -2.12481, -5.64071], [-3.98917, -1.88336, -4.30918], [-3.01713, -1.26310, -3.54046], [-1.79666, -0.87966, -4.08021], [-1.55346, -1.15404, -5.42639], [-2.50619, -1.77624, -6.21521], [-0.26990, 0.13949, -2.98359], [1.34514, -0.97012, -3.79619], [2.47989, -0.37205, -4.33535], [3.52170, -1.14069, -4.83658], [3.40307, -2.51708, -4.79565], [4.40146, -3.26709, -5.27929], [2.27989, -3.14659, -4.29044], [1.25047, -2.36083, -3.79594], [-0.20078, 1.86130, -4.24105], [-0.62432, 3.11699, -3.80588], [-0.64115, 4.20692, -4.66026], [-0.21918, 4.02749, -5.96426], [-0.23256, 5.07285, -6.79693], [0.23070, 2.80655, -6.42777], [0.23695, 1.72671, -5.55774], [-4.93961, -2.18541, -3.89387], [-3.22105, -1.10974, -2.49204], [-0.60571, -0.90243, -5.88103], [-2.32558, -1.99215, -7.25806], [2.56214, 0.70721, -4.38405], [4.40619, -0.69153, -5.26654], [2.22029, -4.22596, -4.30262], [0.35578, -2.84719, -3.42533], [-0.90945, 3.28309, -2.77658], [-0.95891, 5.18573, -4.32955], [0.56646, 2.71148, -7.45057], [0.61777, 0.78308, -5.92233]],
  "e_lumo_ev": [-5.21, -7.80],
  "multiplicity": 2,
  "gap_ev": [7.1512, 4.3601],
  "homo_ev": [-12.364, -12.163],
  "total_energy_ev": -206342.025,
  "total_charge": 2,
  "s2": 0.77,
  "largest_force_ev_per_a": 1.30
}